a.
C4H9NO2 | the ωB97M-V functional and the def2-TZVPD basis

Atoms and positions in Å:
C  -2.4510  0.7457  0.9015
C  -1.4535  -0.3218  0.3076
N  -0.2760  0.3764  -0.1395
C  0.7117  -0.5741  -0.2403
O  0.9511  -1.3653  0.6423
O  1.4744  -0.4074  -1.3405
C  2.7846  -0.1231  -0.8509
H  -2.6799  1.6140  0.2647
H  -3.3867  0.3205  1.2697
H  -1.9547  1.1861  1.7927
H  -1.1903  -0.9807  1.1163
H  -1.3683  -1.2829  -0.5638
H  -0.4407  0.9246  -0.9796
H  3.3594  0.2401  -1.6958
H  2.6929  0.6591  -0.0863
H  3.2268  -1.0112  -0.3980

## Properties
LUMO level ... 1.0 eV
Net charge ... 0
Highest occupied orbital energy ... -9.657 eV

b.
C4H9NO2 | the ωB97M-V functional and the def2-TZVPD basis

Atoms and positions in Å:
C  0.3919  0.2082  2.6785
C  -0.2323  0.8370  1.4384
N  0.3983  0.3586  0.2243
C  -0.2892  -0.2492  -0.7738
O  -1.4759  -0.5048  -0.7668
O  0.5604  -0.5306  -1.7966
C  -0.0554  -0.7097  -3.0674
H  1.4638  0.4317  2.7286
H  -0.0705  0.5857  3.5956
H  0.2722  -0.8783  2.6495
H  -1.2920  0.5837  1.3503
H  -0.1612  1.9330  1.4806
H  1.3657  0.5719  0.0402
H  0.5813  -1.3804  -3.6454
H  -1.0550  -1.1274  -2.9493
H  -0.1171  0.2620  -3.5688

## Properties
LUMO level ... 0.9 eV
Net charge ... 0
Highest occupied orbital energy ... -9.740 eV

Stability ranking, top entry: b; the second entry is 49.4 kcal/mol less favorable.

a.
C5H5N | the ωB97M-V functional and the def2-TZVPD basis

Atoms and positions in Å:
C  0.2659  -1.1691  -0.3597
C  1.5337  -0.5060  -0.3881
C  1.4119  0.8395  0.0602
N  0.2922  1.5264  0.4108
C  -0.8516  0.8447  0.5228
C  -0.9557  -0.5225  0.1841
H  0.1532  -2.2075  -0.6927
H  -0.5583  -0.5608  -1.0923
H  2.3190  1.4480  0.1514
H  -1.7241  1.3890  0.8911
H  -1.8862  -1.0817  0.3124

## Properties
LUMO level ... -0.1 eV
Net charge ... 0
Highest occupied orbital energy ... -7.873 eV

b.
C5H5N | the ωB97M-V functional and the def2-TZVPD basis

Atoms and positions in Å:
C  0.2858  1.1183  -0.4377
C  -0.6872  0.2030  -0.2874
C  1.2906  0.1464  -0.2792
C  2.4771  -0.1933  0.2565
C  -2.0861  0.0297  0.0103
N  0.2404  -0.6159  -0.7756
H  2.9168  -1.1048  0.3935
H  2.9663  0.5013  0.8534
H  -2.6891  0.6911  -0.6230
H  -2.1859  0.1179  1.1156
H  -2.5286  -0.8937  -0.2264

## Properties
LUMO level (alpha / beta) ... 0.3 / 0.3 eV
Net charge ... 0
Highest occupied orbital energy (alpha / beta) ... -8.560 / -8.560 eV

Stability ranking, top entry: a; the second entry is 21.9 kcal/mol less favorable.

a.
C5H5N | the ωB97M-V functional and the def2-TZVPD basis

Atoms and positions in Å:
C  -3.9469  -0.4891  0.3825
C  -2.9158  0.0257  -0.1068
C  -0.1573  -0.2547  0.2077
C  -1.7372  0.5734  -0.2877
C  2.1361  -0.0277  -0.1384
N  0.8140  0.2947  -0.2768
H  -0.2602  -1.1914  0.7733
H  -1.3944  1.6273  -0.4563
H  2.6950  0.8361  -0.4021
H  2.4482  -0.9521  -0.5480
H  2.3183  -0.4421  0.8524

## Properties
LUMO level ... -1.5 eV
Net charge ... 0
Highest occupied orbital energy ... -9.341 eV

b.
C5H5N | the ωB97M-V functional and the def2-TZVPD basis

Atoms and positions in Å:
C  2.1921  0.1786  -0.1697
C  1.0259  -0.0957  -0.8182
C  -2.1220  -0.2003  -0.5191
C  1.2226  0.4163  0.9014
C  0.1379  -0.4773  0.3710
N  -1.4043  0.4053  0.3237
H  3.1328  0.7430  -0.5527
H  -3.1264  0.2849  -0.6617
H  -1.9450  -1.2621  -0.9726
H  1.0146  1.4458  1.3785
H  -0.1282  -1.4385  0.7193

## Properties
LUMO level (alpha / beta) ... 0.5 / 0.5 eV
Net charge ... 0
Highest occupied orbital energy (alpha / beta) ... -8.481 / -8.481 eV

c.
C5H5N | the ωB97M-V functional and the def2-TZVPD basis

Atoms and positions in Å:
C  0.3590  0.8420  0.4212
C  -0.4371  0.1728  -0.5152
C  -1.4714  0.2619  3.6543
C  0.3377  -1.1233  -0.6093
C  1.2373  -0.1690  -0.1795
N  -1.8193  0.4626  2.5883
H  0.4945  1.8573  0.8653
H  -0.0965  -1.7383  0.1564
H  0.3280  -1.5649  -1.6078
H  1.9508  0.1160  -0.9385
H  -2.1500  0.5696  1.6591

## Properties
LUMO level ... 0.7 eV
Net charge ... 0
Highest occupied orbital energy ... -8.876 eV

Stability ranking, top entry: c; the second entry is 10.9 kcal/mol less favorable.